Record 1
12
Properties=species:S:1:pos:R:3 method="wB97M-V/def2-TZVPD" spin_multiplicity=1 homo_energy_ev=-9.22 e_above_lowest_kcal_mol=108.4 total_energy_ev=-9346.6167 orbital_gap_ev=8.994 total_charge=0 lumo_ev=-0.2
O 1.01933 -0.38000 -1.23264
O 2.37671 1.13082 0.79160
O -1.25581 0.85654 -1.12942
C 0.64962 -0.35859 -0.00711
C 1.38340 0.50355 1.02695
C -0.77405 -0.49808 0.24090
H 0.53506 -1.40012 0.68605
H -1.23717 -0.16218 1.16782
H -0.37929 0.55425 -1.54682
H 0.91246 0.49649 2.04106
H -1.27839 -1.27696 -0.31899
H -1.95187 0.53427 -1.71939

=====

Record 2
13
Properties=species:S:1:pos:R:3 method="wB97M-V/def2-TZVPD" spin_multiplicity=1 homo_energy_ev=-2.02 e_above_lowest_kcal_mol=127.5 total_energy_ev=-18637.2821 orbital_gap_ev=6.096 total_charge=-1 lumo_ev=4.1
P -1.11341 -1.47932 0.06356
O -3.03127 0.47859 0.01625
O -0.82781 0.99710 0.41145
O 0.65790 0.37025 -1.33697
C -1.88735 0.20238 0.13429
C 0.55179 0.21899 0.05384
C 1.85151 0.76313 0.90401
H 1.71818 1.79464 0.92392
H 0.54090 -0.49675 -1.83855
H 1.91639 0.31752 1.92513
H 2.65290 0.41645 0.23009
H -0.72007 -1.49800 -1.30348
H -2.30965 -2.08498 -0.18353

=====

Record 3
13
Properties=species:S:1:pos:R:3 method="wB97M-V/def2-TZVPD" spin_multiplicity=1 homo_energy_ev="-4.34 / -4.34" e_above_lowest_kcal_mol=53.8 total_energy_ev=-18640.4759 orbital_gap_ev="7.985 / 7.984" total_charge=-1 lumo_ev="3.6 / 3.6"
P 1.03581 1.36362 -0.38190
O 0.23142 2.63037 -0.49650
O 2.30394 1.37063 0.28799
O 0.92024 0.32061 -1.61820
C -0.08272 0.10098 0.29639
C -1.41783 -0.03895 -0.28488
C 0.48763 -1.22703 0.67570
H 1.47296 -1.24355 0.49638
H 0.03899 -2.05933 0.31088
H -1.78880 0.83125 -0.80853
H 0.49055 -1.28462 1.88479
H -1.55841 -0.84167 -0.89352
H -2.13377 0.07768 0.53140

=====

Record 4
13
Properties=species:S:1:pos:R:3 method="wB97M-V/def2-TZVPD" spin_multiplicity=1 homo_energy_ev=-9.60 e_above_lowest_kcal_mol=7.5 total_energy_ev=-20184.6011 orbital_gap_ev=9.967 total_charge=0 lumo_ev=0.4
S 1.36139 0.46510 -1.07246
O 2.57583 -0.22166 -0.71471
O -0.39586 1.79698 0.52302
O 0.13893 -0.75507 -1.63818
C -0.41625 -0.59710 0.66418
C 0.42264 0.66474 0.56766
C -0.93428 -0.84092 -0.75317
H 0.14002 2.59459 0.58762
H -1.36651 -1.84061 -0.85984
H 1.18357 0.72605 1.35399
H -1.69831 -0.09196 -1.00279
H 0.22379 -1.42406 0.97250
H -1.23496 -0.47605 1.37217

=====

Record 5
13
Properties=species:S:1:pos:R:3 method="wB97M-V/def2-TZVPD" spin_multiplicity=1 homo_energy_ev=-9.80 e_above_lowest_kcal_mol=52.7 smiles="COC(=O)O.C=O" total_energy_ev=-11396.4072 orbital_gap_ev=10.547 total_charge=0 lumo_ev=0.7
O 1.91781 0.03485 0.67497
O 0.16214 -1.86667 -0.44683
O -0.34392 0.41116 -0.31472
O 1.14393 -0.35937 -1.82772
C 0.44727 -0.75165 -0.75939
C -1.69016 0.12465 0.08795
C 1.08367 0.83636 1.13961
H 1.68654 -1.10566 -2.11988
H 0.44527 0.55140 1.99452
H 1.21265 1.91960 1.00946
H -1.98672 0.89155 0.80356
H -1.73870 -0.86442 0.54373
H -2.33977 0.17821 -0.78524

=====

Record 6
14
Properties=species:S:1:pos:R:3 method="wB97M-V/def2-TZVPD" spin_multiplicity=4 homo_energy_ev="-16.51 / -18.93" e_above_lowest_kcal_mol=0.0 total_energy_ev=-25447.9813 orbital_gap_ev="4.712 / 8.603" total_charge=+2 lumo_ev="-11.8 / -10.3" s_squared=3.76
Pr -1.92867 -0.76946 -0.70763
O -3.03023 2.58800 1.38396
O -3.06427 0.39326 1.06061
O 0.48608 -1.39224 -0.78457
O -2.01688 1.65130 -0.39584
C 2.88265 -1.17288 -0.34534
C -2.69812 1.53607 0.66413
C 1.54794 -0.56051 -0.27403
H 0.79711 -2.28616 -0.96502
H -2.59438 3.37966 1.04053
H 3.33617 -1.69232 0.49917
H 3.26713 -1.43724 -1.33266
H 1.60521 -0.66440 0.89343
H 1.41027 0.42693 -0.73672

=====

Record 7
11
Properties=species:S:1:pos:R:3 method="wB97M-V/def2-TZVPD" spin_multiplicity=1 homo_energy_ev=-9.03 e_above_lowest_kcal_mol=9.3 total_energy_ev=-16090.5864 orbital_gap_ev=10.025 total_charge=0 lumo_ev=1.0
S 0.35336 1.57062 0.03279
O 4.64094 -0.33214 -0.05980
C -0.29596 -0.11464 -0.26993
C 3.71690 -0.94521 0.14113
C -1.68968 -0.29503 0.29545
H -0.76118 2.21840 -0.32177
H 0.42033 -0.77341 0.21683
H -0.27079 -0.29538 -1.34526
H -1.97452 -1.34487 0.25456
H -1.72353 0.03113 1.33270
H -2.41588 0.28054 -0.27670

=====

Record 8
11
Properties=species:S:1:pos:R:3 method="wB97M-V/def2-TZVPD" spin_multiplicity=1 homo_energy_ev=-9.10 e_above_lowest_kcal_mol=71.5 total_energy_ev=-16087.8921 orbital_gap_ev=9.733 total_charge=0 lumo_ev=0.6
S 1.73661 0.01069 -0.31778
O -1.85776 -0.91551 -0.45386
C -1.10604 -0.22903 0.08499
C 0.36919 -0.50132 0.78510
C -1.25647 1.17831 0.07794
H -0.34414 1.76667 -0.52800
H -2.41792 1.54899 -0.40111
H 0.91553 -1.71589 0.98280
H -1.03601 1.47792 1.17162
H 0.37408 0.10061 1.81446
H 1.54461 1.28704 -0.01250

=====

Record 9
11
Properties=species:S:1:pos:R:3 method="wB97M-V/def2-TZVPD" spin_multiplicity=1 homo_energy_ev=-9.46 e_above_lowest_kcal_mol=52.6 total_energy_ev=-16088.7102 orbital_gap_ev=10.264 total_charge=0 lumo_ev=0.8
S 1.99523 0.46144 0.04213
O 0.31593 -1.87127 -0.10712
C -0.81246 0.50685 -0.65501
C -0.76256 0.48157 0.85279
C 0.34008 -0.08993 0.05368
H 0.84166 -2.16265 0.64373
H -1.42873 -0.19124 1.36737
H -0.55393 1.39904 1.38308
H -0.65705 1.42869 -1.19032
H -1.48764 -0.18521 -1.13486
H 2.20947 0.22272 -1.25548

=====

Record 10
12
Properties=species:S:1:pos:R:3 method="wB97M-V/def2-TZVPD" spin_multiplicity=2 homo_energy_ev="-4.57 / -3.24" e_above_lowest_kcal_mol=31.3 total_energy_ev=-26924.2952 orbital_gap_ev="8.203 / 4.565" total_charge=-1 lumo_ev="3.6 / 1.3" s_squared=0.76
S -1.90839 -1.35848 1.09037
S 1.49720 -2.38494 -0.14235
O 0.75265 2.91471 -0.03497
C 0.28050 1.80807 -0.29928
C -0.76774 -0.47148 -0.14655
C 0.45942 0.43366 0.40295
H 0.02547 0.45727 1.41180
H -0.35954 1.93234 -1.24345
H 0.32860 -2.31993 0.38761
H -0.22238 -1.06623 -0.85425
H -1.57721 -0.02419 -0.75574
H 1.49145 0.07921 0.18386

=====

Record 11
12
Properties=species:S:1:pos:R:3 method="wB97M-V/def2-TZVPD" spin_multiplicity=1 homo_energy_ev=-8.54 e_above_lowest_kcal_mol=25.9 smiles="COC(=S)SC" total_energy_ev=-26925.3213 orbital_gap_ev=9.131 total_charge=0 lumo_ev=0.6
S -0.76484 1.69629 0.01574
S -0.29701 -1.22846 -0.01128
O 1.59185 0.61580 -0.04278
C 0.28738 0.42618 -0.04768
C 2.43439 -0.55220 0.04744
C -2.11143 -1.02399 0.02397
H -2.41355 -0.74181 -1.00218
H -2.49577 -0.22793 0.75939
H -2.45469 -2.00698 0.22510
H 2.37730 -1.09706 1.00564
H 2.12098 -1.29484 -0.73798
H 3.45856 -0.14306 -0.12138

=====

Record 12
13
Properties=species:S:1:pos:R:3 method="wB97M-V/def2-TZVPD" spin_multiplicity=1 homo_energy_ev="-8.60 / -8.60" e_above_lowest_kcal_mol=85.1 total_energy_ev=-37756.4655 orbital_gap_ev="6.707 / 6.708" total_charge=0 lumo_ev="-1.9 / -1.9"
S 3.43118 -0.16101 -1.22690
S 1.54588 -2.27341 0.63474
S 0.70049 0.66495 0.75457
O 1.24211 2.01721 0.49494
C -0.72857 0.55505 -0.44051
C 1.70279 -0.66089 0.04911
C -2.07983 0.30599 0.27391
H -0.74871 1.56238 -0.73939
H -2.98235 0.27105 -0.45664
H -0.55118 -0.05108 -1.25055
H -2.18850 1.19146 1.01544
H 2.64115 -2.83323 -0.07362
H -1.98447 -0.58848 0.96490

=====

Record 13
13
Properties=species:S:1:pos:R:3 method="wB97M-V/def2-TZVPD" spin_multiplicity=1 homo_energy_ev=-8.37 e_above_lowest_kcal_mol=63.5 total_energy_ev=-37757.4019 orbital_gap_ev=8.572 total_charge=0 lumo_ev=0.2
S 1.37638 1.42700 0.06720
S 0.63179 1.04287 2.60109
S -1.60277 0.75727 0.63917
O 1.45592 1.40723 -1.61981
C 0.03012 0.26521 0.02025
C -0.49773 -0.10496 1.67067
C -0.28685 -0.90686 -0.94074
H -0.92973 -1.60577 -0.52073
H 0.71185 -1.45837 -1.04829
H -0.14718 2.23252 2.70650
H -0.59391 -0.53399 -1.83682
H 0.77329 1.84643 -2.17847
H -0.71168 -0.85212 2.61605

=====

Record 14
11
Properties=species:S:1:pos:R:3 method="wB97M-V/def2-TZVPD" spin_multiplicity=3 homo_energy_ev="-6.90 / -8.68" e_above_lowest_kcal_mol=15.9 total_energy_ev=-21780.8584 orbital_gap_ev="7.946 / 6.199" total_charge=0 lumo_ev="1.0 / -2.5" s_squared=2.01
P -2.25305 -0.06569 0.76576
P -1.93838 -0.04771 -1.26215
C -0.49210 0.11919 -0.06702
C 0.27067 1.33866 -0.02164
C 0.61003 -1.36626 0.05526
H 0.44331 1.40281 1.13141
H -0.18998 2.14234 -0.62660
H 0.64452 -1.67887 -0.94291
H 1.24022 1.03604 -0.41621
H 0.05393 -1.84565 0.87137
H 1.61084 -1.03486 0.51275

=====

Record 15
10
Properties=species:S:1:pos:R:3 method="wB97M-V/def2-TZVPD" spin_multiplicity=1 homo_energy_ev=-9.16 e_above_lowest_kcal_mol=27.4 smiles="C=CCS" total_energy_ev=-14041.6780 orbital_gap_ev=9.970 total_charge=0 lumo_ev=0.8
S -1.31494 0.43907 -0.59388
C -0.22124 -0.72581 0.32123
C 1.97707 0.41106 0.29741
C 1.25125 -0.69353 0.42288
H 2.99839 0.54960 0.67238
H 1.63980 1.47340 0.13980
H 1.68436 -1.71334 0.76423
H -0.64139 -1.70583 -0.02528
H -1.95546 1.26796 0.43573
H -0.72921 -0.84724 1.26616

=====

Record 16
11
Properties=species:S:1:pos:R:3 method="wB97M-V/def2-TZVPD" spin_multiplicity=1 homo_energy_ev="-7.41 / -8.60" e_above_lowest_kcal_mol=104.6 total_energy_ev=-24874.1736 orbital_gap_ev="5.703 / 8.018" total_charge=0 lumo_ev="-1.7 / -0.6"
S -0.70052 -0.46724 -2.73614
S -0.49556 -2.31973 0.55833
C -0.18597 -0.67782 0.23821
C 0.78434 0.36886 0.31567
C -0.65283 0.54314 0.76903
H -2.07075 -0.46857 -3.06330
H -1.19370 1.23862 0.18097
H 0.80045 0.81806 -0.77385
H 1.63408 0.44585 0.92530
H -0.94313 0.47574 1.73164
H 0.47632 -2.91582 -0.24451

=====

Record 17
11
Properties=species:S:1:pos:R:3 method="wB97M-V/def2-TZVPD" spin_multiplicity=1 homo_energy_ev=-7.97 e_above_lowest_kcal_mol=47.4 total_energy_ev=-24876.6528 orbital_gap_ev=7.877 total_charge=0 lumo_ev=-0.1
S 0.63401 -1.98701 -0.10248
S -2.24202 -0.68441 -0.33961
C 0.70411 0.52409 -1.03597
C 0.00821 -0.41454 -0.03596
C -1.13722 0.05862 0.87805
H -1.01762 1.12324 0.95509
H 0.20740 1.53280 -1.08468
H -1.22037 -0.31782 1.82314
H 0.39631 0.07983 -1.96553
H 1.77347 0.60503 -0.75366
H -0.08166 -2.68175 0.73030

=====

Record 18
10
Properties=species:S:1:pos:R:3 method="wB97M-V/def2-TZVPD" spin_multiplicity=1 homo_energy_ev="-8.30 / -8.30" e_above_lowest_kcal_mol=47.0 total_energy_ev=-68550.6728 orbital_gap_ev="6.327 / 6.324" total_charge=0 lumo_ev="-2.0 / -2.0"
Se 2.88051 0.21940 0.28346
C -0.48923 0.06582 -0.41453
C 0.27722 -1.08083 -0.23428
C -1.36085 0.57043 0.45573
H 0.34222 -1.52742 0.76960
H -1.89426 1.63242 0.34885
H 0.48992 -1.64381 -1.12277
H -0.35860 0.66495 -1.41164
H -1.53980 0.04702 1.32996
H 1.65287 1.05203 -0.00439

=====

Record 19
14
Properties=species:S:1:pos:R:3 method="wB97M-V/def2-TZVPD" spin_multiplicity=3 homo_energy_ev="-8.47 / -7.78" e_above_lowest_kcal_mol=19.6 total_energy_ev=-13359.0576 orbital_gap_ev="8.694 / 6.216" total_charge=0 lumo_ev="0.2 / -1.6" s_squared=2.02
Ag 1.18582 0.33323 -0.17678
O 3.11024 -0.01484 -0.21998
O 0.07600 -1.38394 -0.18862
O -1.71627 1.04200 -0.19477
C -1.92547 -0.17928 0.45046
C -0.46478 1.70715 0.13608
C -1.35822 -1.39356 -0.26076
H -1.51784 -0.14739 1.47860
H -0.56465 2.14518 1.15058
H -0.42522 2.57390 -0.54531
H -1.69825 -1.41374 -1.30631
H -1.72871 -2.29987 0.23772
H 0.45418 -2.27621 -0.05280
H -3.01192 -0.33979 0.52656

=====

Record 20
14
Properties=species:S:1:pos:R:3 method="wB97M-V/def2-TZVPD" spin_multiplicity=1 homo_energy_ev=-9.31 e_above_lowest_kcal_mol=86.1 smiles=OB1COC[C@@H]1O total_energy_ev=-10042.2494 orbital_gap_ev=9.659 total_charge=0 lumo_ev=0.3
O -2.38882 0.12233 0.06447
O 1.24045 0.97284 -0.47906
O 0.11718 -2.05821 -0.63171
C -0.00990 -1.00874 0.33402
C 1.34133 -0.09743 0.48212
C -0.15201 1.35315 -0.55703
B -1.07203 0.13270 -0.16938
H -0.01206 1.77322 -1.64527
H -3.06860 0.82542 -0.26639
H 2.24069 -0.66668 0.19927
H -0.39730 2.01916 0.28796
H -0.06327 -1.46590 1.36527
H 1.30259 0.49186 1.53062
H 0.92175 -2.39373 -0.51489